[1]
This record from OMol25 describes a molecular structure, C30H42N2NiO2P2. The level of theory is the ωB97M-V functional and the def2-TZVPD basis.

Positions of all 79 atoms, in Å:
Ni 0.233 -0.074 -0.565
P 0.467 -3.140 -0.855
P 0.048 1.771 -1.424
O -1.256 -0.925 2.612
O 0.912 2.631 0.824
N 0.353 2.098 3.047
N 0.118 0.527 1.430
C -1.718 1.035 5.880
C 1.467 0.516 -5.722
C -1.464 0.530 -5.429
C 0.533 1.820 1.695
C 0.819 0.391 4.730
C -0.224 0.983 3.768
C 1.018 -0.987 4.815
C -2.784 1.599 6.595
C -1.636 2.433 -1.551
C 1.934 -1.511 5.740
C -0.806 -4.346 -1.161
C 2.430 0.727 6.516
C -0.527 0.064 2.561
C 2.642 -0.657 6.588
C 1.518 1.251 5.591
C 0.991 -1.658 -4.448
C 1.825 -0.971 -5.468
C -0.118 -0.169 -2.369
C -1.478 1.421 4.550
C -0.374 -1.623 -4.489
C -0.269 -1.601 -1.734
C -0.557 1.279 -4.474
C -1.131 -0.974 -5.589
C 1.167 3.066 -1.973
C -2.374 2.283 3.917
C -3.440 2.845 4.631
C 0.666 -2.396 0.738
C -3.635 2.520 5.980
C 0.796 1.208 -4.585
C 2.086 -3.520 -1.511
H -2.219 2.545 2.868
H -4.107 3.539 4.127
H 0.953 -1.310 0.585
H 0.357 -2.129 -2.503
H -0.590 -1.134 -6.534
H -2.934 1.312 7.638
H 3.348 -1.063 7.318
H 2.560 -4.177 -0.769
H -1.804 -3.892 -1.189
H 1.098 3.318 -3.035
H -2.371 1.624 -1.621
H -1.768 3.123 -2.395
H 2.691 -2.605 -1.599
H 2.423 1.031 -5.917
H -2.513 0.625 -5.088
H 2.969 1.410 7.175
H 1.560 -2.407 -3.893
H 2.194 2.759 -1.729
H 2.883 -1.040 -5.160
H 1.450 -2.945 1.273
H 0.928 3.958 -1.367
H -1.003 -2.303 -3.910
H 1.466 1.787 -3.963
H -0.656 -4.873 -2.112
H -2.096 -1.503 -5.663
H 0.810 -0.119 -2.931
H -0.981 0.054 -3.033
H 0.431 -1.656 4.181
H -0.279 -2.408 1.293
H -1.056 2.061 -3.901
H -1.782 2.963 -0.587
H 2.055 -4.029 -2.483
H 1.333 2.329 5.564
H 1.718 -1.504 -6.433
H -1.331 -1.894 -1.790
H -1.404 0.977 -6.442
H 0.863 0.589 -6.644
H -4.446 2.979 6.546
H 2.082 -2.591 5.783
H -1.055 0.316 6.373
H 0.777 2.917 3.457
H -0.787 -5.078 -0.349

Calculated values
spin multiplicity	3
gap between HOMO and LUMO (alpha / beta)	0.153 / 0.283	Eh
HOMO level (alpha / beta)	-3.483 / -7.321	eV
max |F|	2.934	eV Å⁻¹
net charge	0
LUMO level (alpha / beta)	0.67 / 0.37	eV

=====

[2]
This record from OMol25 describes C30H42N2O2 in the gas phase. The level of theory is the ωB97M-V functional and the def2-TZVPD basis.

Positions of all 76 atoms, in Å:
O -1.113 1.867 2.071
O -4.745 2.175 -0.455
N -3.946 1.442 1.527
N -0.571 1.016 0.001
C -1.085 1.930 0.856
C -3.039 3.482 0.623
C -4.001 2.311 0.498
C -0.448 7.486 -4.760
C 0.069 -0.666 1.651
C -3.722 -0.929 0.987
C -3.198 -1.882 1.848
C 2.074 -3.869 1.346
C 1.359 -2.598 0.994
C -4.633 0.164 1.487
C -1.663 3.093 0.058
C 0.704 -1.851 1.962
C -2.021 -2.911 0.029
C -1.942 5.745 -3.709
C -2.214 4.835 -2.511
C -3.373 -0.968 -0.358
C -0.711 1.410 -1.389
C 6.739 -6.815 1.825
C 5.744 -4.554 2.458
C 1.373 -2.107 -0.304
C -2.356 -2.871 1.370
C 0.748 -0.919 -0.630
C -1.667 2.613 -1.396
C 3.531 -3.578 1.727
C 0.078 -0.182 0.345
C -2.527 -1.953 -0.834
C 4.291 -4.850 2.092
C 6.514 -5.788 2.929
C -0.617 6.500 -3.611
C -1.231 3.671 -2.410
H 5.974 -6.256 3.755
H 0.268 1.694 -1.794
H 6.253 -4.121 1.593
H -3.458 -1.856 2.897
H 0.794 -0.576 -1.650
H -0.432 -0.111 2.425
H -1.960 -3.614 2.047
H -0.472 6.965 -5.715
H 0.214 5.792 -3.625
H 0.682 -2.205 2.983
H -3.225 4.431 -2.601
H 3.798 -5.336 2.938
H -0.984 3.944 0.185
H -0.240 4.042 -2.138
H -1.151 3.193 -3.390
H -1.250 8.221 -4.754
H 4.256 -5.539 1.246
H 7.486 -5.466 3.311
H -2.753 6.474 -3.782
H -2.921 3.763 1.670
H 1.576 -4.355 2.187
H -2.675 2.279 -1.655
H 7.359 -7.631 2.189
H -1.951 5.151 -4.625
H -2.268 -1.983 -1.882
H 1.882 -2.663 -1.079
H 0.500 8.011 -4.679
H 7.241 -6.356 0.976
H -3.782 -0.226 -1.029
H 5.796 -7.234 1.483
H -1.365 -3.683 -0.343
H -3.204 1.542 2.206
H -5.479 0.288 0.805
H 4.027 -3.084 0.888
H -2.171 5.432 -1.598
H -0.580 7.041 -2.662
H 5.758 -3.807 3.255
H 3.547 -2.885 2.571
H -1.106 0.576 -1.973
H -5.001 -0.068 2.489
H -3.445 4.323 0.062
H 2.058 -4.554 0.496

Calculated values
gap between HOMO and LUMO	0.332	Eh
HOMO level	-8.302	eV
max |F|	0.637	eV Å⁻¹
net charge	0
SMILES	CCCCCCc1ccc(N2C[C@H](CCCCC)[C@@H](CC(=O)NCc3ccccc3)C2=O)cc1
LUMO level	0.74	eV
energy relative to the best compared isomer or geometry (same formula, charge and spin)	0.0	kcal/mol

=====

[3]
This record from OMol25 describes 3 unconnected molecules or ions with the total composition C30H43BBr2N3O9. The level of theory is the ωB97M-V functional and the def2-TZVPD basis.

Positions of all 88 atoms, in Å:
Br -0.812 3.293 -1.234
Br -3.799 1.969 2.239
O -4.469 -2.324 4.095
O 1.850 -6.926 -4.864
O 1.038 0.261 3.569
O -0.140 4.298 5.309
O 1.923 -5.817 -3.018
O 2.314 2.942 -7.472
O 0.307 0.225 -1.411
O 4.416 2.971 -7.000
O -1.170 -1.721 -1.591
N 3.244 3.098 -6.702
N 1.346 -6.216 -4.016
N -0.912 1.172 0.842
C 1.598 3.575 -4.928
C -0.049 -5.816 -4.203
C 2.330 4.094 -2.692
C -1.647 2.302 0.280
C -2.088 -5.912 -5.466
C 2.928 3.457 -5.318
C -0.653 -4.987 -3.264
C 2.107 -0.524 4.138
C 0.274 3.212 4.440
C -1.116 -0.303 0.735
C -0.756 -6.278 -5.308
C -2.542 -0.938 1.002
C -2.822 -1.255 2.558
C 1.496 -2.141 6.169
C 0.089 -1.022 1.523
C 0.980 0.149 2.160
C -2.875 2.790 0.720
C -4.345 -1.654 2.817
C 2.327 0.131 1.298
C -2.700 -5.089 -4.527
C 1.048 -0.413 -2.485
C 0.179 1.412 1.555
C -1.983 -4.624 -3.430
C 1.955 -0.687 5.726
C 3.962 3.665 -4.411
C 0.023 3.688 2.935
C 3.657 3.985 -3.093
C -3.556 4.043 0.014
C 0.857 2.780 1.929
C 1.302 3.892 -3.608
B -0.665 -0.627 -0.817
H 4.454 4.146 -2.377
H 2.540 -0.867 0.809
H -0.314 2.261 4.663
H -0.956 4.037 5.768
H -2.605 -1.954 0.489
H -2.195 -2.147 2.889
H -1.075 3.779 2.696
H 2.971 -0.496 6.205
H 2.095 4.337 -1.661
H -3.741 -4.810 -4.650
H 1.380 3.055 4.644
H 4.999 3.579 -4.711
H -0.289 -6.919 -6.046
H 0.562 -1.680 0.723
H 2.178 0.864 0.436
H 3.144 -0.080 3.969
H 2.057 -2.940 5.590
H 3.252 0.452 1.860
H 0.463 4.738 2.862
H -2.463 -3.980 -2.702
H 2.012 0.178 -2.600
H -0.180 -1.778 2.317
H 1.332 -1.477 -2.242
H 0.381 -2.317 5.997
H 1.638 -2.246 7.291
H 0.790 3.420 -5.632
H -2.488 -0.385 3.213
H -2.650 -6.271 -6.320
H 1.065 3.316 0.941
H 2.140 -1.545 3.625
H -0.558 -2.472 -1.435
H -2.921 4.972 0.075
H -3.656 3.765 -1.087
H -4.686 -2.396 2.034
H -4.982 -0.715 2.822
H 0.487 -0.323 -3.467
H -0.105 -4.622 -2.404
H 1.274 0.140 6.086
H -3.932 -3.138 4.031
H -4.600 4.167 0.419
H -3.407 -0.336 0.582
H 1.866 2.581 2.391
H 0.268 3.980 -3.293

Calculated values
gap between HOMO and LUMO	0.298	Eh
HOMO level	-11.998	eV
max |F|	3.723	eV Å⁻¹
net charge	+1
LUMO level	-3.89	eV
energy relative to the best compared isomer or geometry (same formula, charge and spin)	68.0	kcal/mol

=====

[4]
This record from OMol25 describes 2 unconnected molecules or ions with the total composition C30H43BClF10N3O4P2S3. The level of theory is the ωB97M-V functional and the def2-TZVPD basis.

Positions of all 97 atoms, in Å:
Cl -3.347 -4.226 1.753
S 4.419 3.441 -2.874
S 4.432 2.734 0.018
S 1.451 -0.510 4.176
P 1.792 -2.263 3.362
P -1.580 -0.698 1.307
F -3.889 1.735 -1.340
F -4.817 3.027 -4.228
F -0.323 1.567 -0.855
F -5.216 3.590 -2.219
F -3.506 4.378 -3.234
F -1.456 2.758 -3.610
F -0.074 0.915 -2.905
F -1.805 3.323 -1.545
F -3.674 1.038 -3.399
F -0.588 -2.774 4.146
O -3.017 -1.040 1.187
O -0.570 -3.121 1.998
O -0.876 -5.562 3.570
O 0.213 -6.707 0.956
N 6.998 6.574 -1.201
N 0.874 -0.959 0.583
N 5.763 4.751 -0.998
C 6.240 5.738 -1.839
C -4.256 3.308 -3.068
C -3.677 9.803 -0.853
C 4.912 3.709 -1.343
C 2.649 0.711 0.358
C -1.294 -4.089 -0.052
C -3.578 7.322 -2.096
C -1.698 -0.217 -1.700
C 0.207 -3.322 3.138
C 7.034 6.141 0.101
C -0.792 -1.402 -1.291
C 6.286 5.019 0.258
C -0.403 -1.590 0.174
C -4.172 9.652 -2.140
C -3.078 7.476 -0.811
C 1.320 -5.050 -0.398
C -3.537 -4.804 -0.838
C 1.476 -6.128 0.651
C 3.279 1.580 -0.725
C -4.124 8.412 -2.761
C 1.418 -7.053 4.557
C -0.268 -3.131 0.586
C -1.920 2.314 -2.434
C 1.839 -0.393 -0.333
C -1.011 1.111 -1.926
C -2.790 -3.840 0.099
C 1.518 -5.530 4.359
C 1.117 -3.604 0.088
C -3.433 2.052 -2.559
C -3.128 8.715 -0.188
B 0.270 -4.864 3.669
H -3.388 -5.823 -0.493
H 7.576 6.644 0.882
H -3.543 6.359 -2.577
H -3.099 -2.840 -0.177
H -2.740 8.834 0.815
H -3.154 -4.681 -1.850
H -1.120 -5.079 0.361
H 0.632 -7.507 3.962
H -4.595 -4.562 -0.824
H 2.469 -2.066 2.160
H 2.448 -5.260 3.861
H 5.989 5.798 -2.880
H 1.982 -5.730 1.533
H -2.053 -0.472 -2.698
H 3.832 0.943 -1.412
H 2.570 -1.156 -0.631
H -1.082 -4.102 -1.118
H -1.450 -5.275 2.840
H -1.020 -0.788 2.587
H -2.648 6.628 -0.293
H 1.996 1.297 1.004
H -2.599 -0.156 -1.096
H 1.936 -3.378 0.746
H 0.832 -0.456 1.462
H 0.355 -7.434 1.569
H 2.665 -2.997 4.172
H -1.334 -2.266 -1.656
H 2.363 -7.521 4.281
H 1.609 -5.067 5.349
H -4.596 10.502 -2.660
H 1.445 0.021 -1.256
H 2.134 -6.905 0.253
H 1.308 -3.007 -0.803
H 1.267 -7.301 5.603
H 2.503 2.116 -1.263
H -1.366 0.647 0.971
H 6.090 4.433 1.134
H -3.719 10.770 -0.367
H 3.422 0.268 0.985
H -4.511 8.294 -3.765
H 0.628 -5.364 -1.174
H 0.074 -1.354 -1.952
H 2.281 -5.024 -0.918

Calculated values
gap between HOMO and LUMO	0.309	Eh
HOMO level	-8.910	eV
max |F|	1.540	eV Å⁻¹
net charge	0
SMILES	CCB(O)[C@](F)(O[C@@](CCCO)(C[C@@H](C)Cl)[C@](CCC(F)(F)C(F)(F)C(F)(F)C(F)(F)F)(NCCCSC(=S)n1ccnc1)[PH2]=O)[PH2]=S.c1ccccc1
LUMO level	-0.50	eV

=====

[5]
This record from OMol25 describes a molecular structure, C30H43Cl5EuP2. The level of theory is the ωB97M-V functional and the def2-TZVPD basis.

Positions of all 81 atoms, in Å:
Eu -2.384 1.394 -0.556
Cl -2.309 4.196 -0.064
Cl -2.843 6.973 1.422
Cl -1.712 1.905 4.887
Cl -2.681 7.175 4.575
Cl -2.197 4.614 6.208
P 2.432 0.514 0.459
P -0.420 -1.524 -0.331
C 3.323 2.087 0.722
C 0.948 -2.988 1.870
C 3.486 -0.383 -0.774
C -1.784 -1.474 3.899
C 0.790 -1.473 3.597
C 1.695 -2.095 2.699
C -1.816 1.090 -3.496
C -2.009 3.208 2.464
C -1.965 3.260 3.847
C -2.249 4.332 1.734
C -0.418 -2.912 2.285
C 1.533 -3.889 0.856
C -2.489 5.601 2.357
C -2.192 4.508 4.502
C -1.903 -0.258 -3.554
C -1.060 1.857 -4.544
C 0.374 2.280 -4.179
C 0.134 0.086 -1.124
C -0.178 -2.557 -1.892
C 3.151 -1.875 2.665
C -2.342 -1.656 -0.586
C 1.083 -0.176 -3.853
C 1.173 -0.436 4.564
C 1.059 1.209 -0.618
C -1.560 -3.641 1.699
C -0.512 -1.966 3.333
C 1.222 1.180 -3.693
C 0.299 -0.902 -4.897
C -2.447 5.688 3.764
C -1.220 -1.087 -4.626
H 3.986 2.338 -0.110
H 3.891 1.956 1.645
H 0.305 3.121 -3.461
H 0.480 2.026 -0.134
H 0.608 -0.286 -2.048
H -0.671 0.513 -1.745
H -3.005 -1.122 0.158
H 0.774 -1.903 -4.978
H 2.934 -1.164 -1.310
H -1.381 -3.830 0.633
H 0.790 -4.316 0.178
H 2.189 -0.063 4.388
H 3.947 0.312 -1.488
H -1.910 -0.396 3.727
H -1.034 1.301 -5.489
H -2.697 -1.587 -1.632
H -1.821 -1.670 4.974
H 2.002 -4.719 1.397
H -1.372 -2.170 -4.471
H -1.653 2.770 -4.708
H -2.435 1.754 -2.837
H -0.959 -3.338 -1.959
H -2.657 -1.970 3.466
H 2.193 1.555 -3.345
H 3.625 -2.518 1.910
H -2.507 -2.733 -0.354
H 1.151 -0.801 5.602
H 3.404 -0.825 2.440
H 0.492 0.425 4.496
H 0.833 -3.005 -1.951
H -0.294 -1.827 -2.687
H 2.306 -3.412 0.247
H 1.844 -0.852 -3.435
H 0.434 -0.438 -5.882
H -2.486 -3.066 1.837
H 4.263 -0.872 -0.164
H 0.903 2.738 -5.039
H 3.565 -2.122 3.656
H -1.740 -0.832 -5.570
H -1.711 -4.631 2.153
H -2.742 -0.793 -3.128
H 2.587 2.880 0.879
H 1.559 1.701 -1.480

Calculated values
spin multiplicity	7
gap between HOMO and LUMO (alpha / beta)	0.183 / 0.184	Eh
HOMO level (alpha / beta)	-9.071 / -8.963	eV
max |F|	2.979	eV Å⁻¹
net charge	+1
LUMO level (alpha / beta)	-4.08 / -3.95	eV
energy relative to the best compared isomer or geometry (same formula, charge and spin)	25.7	kcal/mol